Entry 1:
C35H35N6O6Si2Ta | wB97M-V/def2-TZVPD

Results
* frontier orbital gap: 5.41 eV
* molecular weight: 872.821 g/mol

Geometry as ORCA input:
```
! wB97M-V def2-TZVPD RIJCOSX def2/J DEFGRID3
* xyz 0 1
Ta -0.10 -0.01 -0.42
O -0.86 7.00 0.39
C -0.26 6.30 1.21
O 0.30 6.54 2.29
C -0.22 4.79 0.83
C -0.88 4.34 -0.31
C -0.93 2.98 -0.57
N -0.31 2.10 0.24
C 0.31 2.53 1.36
C 0.38 3.86 1.68
C 0.72 1.41 2.24
C 1.27 1.59 3.49
C 1.51 0.49 4.29
C 1.16 -0.77 3.82
C 0.63 -0.88 2.55
N 0.43 0.18 1.77
C -1.77 2.35 -1.60
C -2.51 3.05 -2.54
C -3.34 2.34 -3.39
C -3.43 0.96 -3.28
C -2.65 0.33 -2.33
N -1.84 1.00 -1.51
H -1.38 5.09 -0.91
H 0.84 4.25 2.57
H 1.51 2.59 3.84
H 1.94 0.61 5.27
H 1.30 -1.66 4.42
H 0.36 -1.85 2.14
H -2.43 4.12 -2.59
H -3.93 2.87 -4.13
H -4.08 0.38 -3.91
H -2.66 -0.75 -2.20
O 7.06 0.86 0.33
C 6.39 1.35 -0.60
O 6.68 2.03 -1.58
C 4.88 1.01 -0.50
C 4.40 0.17 0.50
C 3.06 -0.15 0.56
N 2.17 0.31 -0.34
C 2.64 1.10 -1.33
C 3.96 1.48 -1.44
C 1.62 1.42 -2.36
O 1.75 2.19 -3.26
O 0.50 0.69 -2.17
H 5.11 -0.22 1.22
H 2.69 -0.81 1.32
H 4.30 2.11 -2.25
C 0.58 -4.01 -2.92
Si 1.51 -2.64 -2.05
C 3.06 -3.19 -1.15
C 2.02 -1.49 -3.42
N 0.36 -1.93 -0.83
C -0.32 -2.86 -0.02
C 0.09 -4.17 0.22
C -0.67 -5.01 1.01
C -1.85 -4.54 1.58
C -2.25 -3.23 1.39
C -1.48 -2.36 0.61
N -1.74 -1.00 0.39
Si -3.15 -0.31 1.24
C -3.44 1.53 1.05
C -2.89 -0.50 3.09
C -4.71 -1.12 0.58
H 1.22 -4.39 -3.73
H -0.31 -3.59 -3.39
H 0.28 -4.85 -2.31
H 3.49 -4.08 -1.61
H 2.88 -3.41 -0.09
H 3.81 -2.40 -1.19
H 2.53 -2.13 -4.14
H 2.75 -0.73 -3.13
H 1.19 -1.01 -3.93
H 1.00 -4.55 -0.21
H -0.35 -6.03 1.19
H -2.46 -5.20 2.20
H -3.15 -2.89 1.87
H -2.60 2.16 1.36
H -4.26 1.74 1.74
H -3.78 1.83 0.06
H -2.16 0.25 3.42
H -2.53 -1.48 3.42
H -3.82 -0.28 3.62
H -4.93 -0.70 -0.40
H -5.56 -0.87 1.23
H -4.66 -2.20 0.48
*
```

These are the Mulliken partial charges, in e, on atoms 1 to 5: number 1, Ta, carries 0.724; number 2, O, carries -0.709; number 3, C, carries 0.305; number 4, O, carries -0.708; number 5, C, carries -1.055

***

Entry 2:
C35H36BrMgN4O3PS | wB97M-V/def2-TZVPD

Results
* frontier orbital gap: 4.96 eV
* molecular weight: 727.948 g/mol

Geometry as ORCA input:
```
! wB97M-V def2-TZVPD RIJCOSX def2/J DEFGRID3
* xyz 0 1
Mg -0.27 0.22 -0.07
C 0.73 2.12 2.31
C -0.54 2.69 1.70
N -0.64 2.36 0.27
C 0.18 3.14 -0.66
C 1.56 2.54 -0.83
C 2.68 3.35 -0.98
C 3.91 2.74 -1.13
C 3.99 1.36 -1.08
C 2.83 0.62 -0.90
C 2.94 -0.89 -0.83
N 2.25 -1.57 0.29
C 2.64 -1.13 1.65
C 2.29 0.28 2.10
N 0.89 0.70 1.97
N 1.63 1.21 -0.82
H 0.73 2.29 3.40
H 1.60 2.64 1.91
H -0.57 3.77 1.87
H -1.42 2.25 2.17
H -1.63 2.42 0.02
H 0.26 4.19 -0.36
H -0.33 3.11 -1.63
H 2.57 4.42 -0.98
H 4.81 3.33 -1.26
H 4.94 0.85 -1.15
H 4.00 -1.14 -0.76
H 2.56 -1.36 -1.74
H 2.57 -2.56 0.23
H 3.73 -1.23 1.72
H 2.22 -1.88 2.31
H 2.88 1.01 1.54
H 2.63 0.35 3.14
H 0.29 0.12 2.56
O -3.16 1.28 0.01
S -3.05 0.55 -1.25
O -3.60 1.25 -2.39
O -1.64 0.12 -1.50
C -3.96 -0.95 -0.98
C -5.04 -1.20 -1.80
C -5.88 -2.27 -1.51
C -5.64 -3.04 -0.39
C -4.55 -2.79 0.43
C -3.67 -1.75 0.14
P -2.11 -1.53 1.11
C -1.15 -3.07 0.64
C -0.95 -3.04 -0.93
C -1.29 -4.32 -1.63
C -1.83 -5.37 -1.04
C -2.09 -5.36 0.41
C -1.77 -4.32 1.17
C -2.69 -1.69 2.84
C -3.76 -0.87 3.20
C -4.21 -0.82 4.51
C -3.59 -1.58 5.49
C -2.52 -2.39 5.15
C -2.07 -2.44 3.83
H -5.22 -0.55 -2.64
H -6.73 -2.47 -2.15
H -6.31 -3.86 -0.15
H -4.37 -3.42 1.29
H -1.61 -2.28 -1.37
H -1.06 -4.35 -2.69
H -2.06 -6.27 -1.60
H -2.53 -6.23 0.86
H -1.95 -4.38 2.24
H -4.24 -0.26 2.44
H -5.05 -0.18 4.76
H -3.95 -1.55 6.51
H -2.03 -2.99 5.90
H -1.23 -3.08 3.60
Br 2.89 -5.89 0.01
C 1.73 -4.37 -0.01
C 1.22 -3.95 1.22
C 0.29 -2.76 1.17
C 0.74 -1.72 0.09
C 0.52 -2.60 -1.17
C 1.51 -3.75 -1.22
H 1.34 -4.54 2.11
H 0.22 -2.31 2.17
H 0.56 -2.03 -2.11
H 1.95 -4.10 -2.14
*
```

These are the Mulliken partial charges, in e, on atoms 1 to 5: number 1, Mg, carries 3.381; number 2, C, carries -0.768; number 3, C, carries -1.154; number 4, N, carries -0.154; number 5, C, carries -1.243

***

Entry 3:
C35H36Cl5CsN9PS3 | wB97M-V/def2-TZVPD

Results
* frontier orbital gap: 6.72 eV
* molecular weight: 1020.081 g/mol

Geometry as ORCA input:
```
! wB97M-V def2-TZVPD RIJCOSX def2/J DEFGRID3
* xyz 0 1
Cs -0.59 0.59 0.04
C 0.21 5.08 2.73
C -1.20 5.18 2.15
S -1.72 3.73 1.19
C -2.64 4.29 -0.27
C -2.09 5.40 -1.17
S -0.63 5.06 -2.14
C 0.57 4.49 -0.95
C 1.10 5.52 0.04
S 1.59 4.76 1.59
H 0.22 4.25 3.44
H 0.44 6.00 3.26
H -1.37 6.11 1.58
H -1.83 5.19 3.05
H -3.65 4.58 0.01
H -2.73 3.37 -0.88
H -1.96 6.33 -0.60
H -2.88 5.58 -1.92
H 1.40 4.08 -1.54
H 0.17 3.67 -0.33
H 0.41 6.36 0.19
H 2.01 5.98 -0.39
N 1.84 -2.09 -2.72
P 0.14 -2.04 -2.43
C -0.43 -3.43 -3.50
C -1.46 -3.16 -4.42
C -2.00 -4.18 -5.19
C -1.53 -5.50 -5.06
C -0.51 -5.77 -4.14
C 0.01 -4.75 -3.35
C -0.16 -2.79 -0.80
C -1.48 -3.02 -0.43
C -1.77 -3.41 0.87
C -0.76 -3.65 1.78
C 0.59 -3.55 1.40
C 0.88 -3.13 0.10
C 2.78 -1.07 -2.50
C 4.12 -1.23 -2.99
C 4.98 -0.17 -2.91
C 4.55 1.03 -2.36
C 3.27 1.09 -1.84
N 2.38 0.05 -1.88
H 2.18 -2.79 -3.36
H -1.89 -2.17 -4.51
H -2.79 -3.98 -5.89
H -1.94 -6.30 -5.64
H -0.12 -6.77 -4.02
H 0.75 -4.94 -2.60
H -2.26 -2.91 -1.20
H -2.82 -3.56 1.18
H -0.99 -3.96 2.79
H 1.38 -3.77 2.11
H 1.92 -3.04 -0.25
H 4.41 -2.17 -3.43
H 6.00 -0.23 -3.29
H 5.18 1.90 -2.37
H 2.91 1.99 -1.31
Cl -3.82 0.32 1.55
C -4.24 0.30 -0.13
C -3.59 1.07 -1.06
C -3.99 1.16 -2.35
Cl -3.19 2.18 -3.48
C -5.14 0.46 -2.77
Cl -5.71 0.61 -4.37
C -5.81 -0.35 -1.82
Cl -7.17 -1.21 -2.35
C -5.37 -0.42 -0.50
Cl -6.16 -1.49 0.59
N 3.97 -3.50 3.75
C 3.73 -2.32 3.08
C 4.17 -2.19 1.75
C 3.81 -1.07 1.04
N 3.06 -0.10 1.55
C 2.61 -0.24 2.80
C 2.95 -1.28 3.64
H 4.65 -4.13 3.36
H 3.92 -3.52 4.77
H 4.77 -2.95 1.26
H 4.12 -0.91 0.00
H 1.93 0.55 3.12
H 2.61 -1.27 4.67
N 0.50 1.55 6.50
N -0.27 1.17 5.44
N -1.23 0.26 5.57
C -1.46 -0.04 4.26
N -0.67 0.63 3.44
N 0.06 1.42 4.19
H -0.12 1.56 7.32
H 1.01 2.43 6.33
H -2.13 -0.84 3.96
*
```

These are the Mulliken partial charges, in e, on atoms 1 to 5: number 1, Cs, carries 0.822; number 2, C, carries -0.404; number 3, C, carries -0.984; number 4, S, carries 0.136; number 5, C, carries 0.316